# 1
85
Properties=species:S:1:pos:R:3 method="wB97M-V/def2-TZVPD" de_lowest_ev=3.863 fmax_ha_per_bohr=0.026 energy_ev=-272332.717 charge=+3
Zr 0.431 0.039 -0.877
C -3.023 -2.458 -1.485
C -2.486 -1.180 -1.387
N -1.155 -1.264 -1.305
N -0.816 -2.563 -1.363
C -1.928 -3.304 -1.466
B 0.651 -3.003 -1.540
N 1.545 -2.653 -0.323
C 2.622 -3.405 -0.008
C 3.643 -2.579 0.411
C 3.117 -1.292 0.317
N 1.849 -1.346 -0.092
N 1.319 -2.151 -2.668
C 1.986 -2.619 -3.733
C 2.703 -1.581 -4.301
C 2.424 -0.479 -3.501
N 1.596 -0.831 -2.509
H -4.055 -2.721 -1.581
H -2.977 -0.219 -1.390
H -1.912 -4.373 -1.528
H 0.702 -4.150 -1.793
H 2.607 -4.473 -0.101
H 4.631 -2.867 0.708
H 3.596 -0.355 0.547
H 1.927 -3.644 -4.037
H 3.348 -1.625 -5.154
H 2.778 0.535 -3.607
C 2.593 -0.733 5.264
N 1.863 0.173 4.415
C 0.641 0.726 4.675
C 0.321 1.558 3.663
N 1.339 1.480 2.718
C 2.339 0.668 3.248
S 3.891 0.534 2.703
C 1.477 2.272 1.582
C 1.476 3.664 1.706
C 1.773 4.442 0.606
C 2.099 3.803 -0.595
C 2.023 2.425 -0.651
N 1.672 1.646 0.398
H 2.056 -0.865 6.201
H 3.583 -0.325 5.474
H 2.714 -1.703 4.779
H 0.080 0.482 5.553
H -0.535 2.183 3.526
H 1.304 4.112 2.672
H 1.804 5.519 0.675
H 2.444 4.378 -1.441
H 2.302 1.881 -1.562
Br -0.380 2.575 -7.363
C -0.487 1.792 -5.654
C -0.554 0.404 -5.505
C -0.578 -0.119 -4.228
N -0.555 0.628 -3.117
C -0.608 1.971 -3.257
C -0.534 2.584 -4.505
C -0.900 2.686 -1.999
C -1.354 4.000 -1.992
C -1.745 4.591 -0.791
Br -2.276 6.397 -0.740
C -1.725 3.805 0.370
C -1.262 2.512 0.277
N -0.825 1.943 -0.859
H -0.603 -0.241 -6.367
H -0.631 -1.196 -4.092
H -0.513 3.656 -4.613
H -1.427 4.566 -2.908
H -2.060 4.212 1.312
H -1.220 1.882 1.162
C -1.067 -3.629 3.234
N -2.202 -2.790 2.962
C -3.479 -3.046 3.363
C -4.247 -1.993 2.984
N -3.429 -1.099 2.349
C -3.817 0.209 1.895
C -2.179 -1.606 2.324
Se -0.604 -0.802 1.637
H -1.294 -4.282 4.076
H -0.209 -3.002 3.481
H -0.820 -4.237 2.362
H -3.753 -3.942 3.883
H -5.295 -1.830 3.128
H -4.890 0.337 2.028
H -3.563 0.337 0.841
H -3.297 0.969 2.483

***

# 2
13
Properties=species:S:1:pos:R:3 method="wB97M-V/def2-TZVPD" de_lowest_ev=0.101 fmax_ha_per_bohr=0.062 energy_ev=-87169.493 charge=-1
C 2.715 -0.349 0.891
C -1.056 0.521 0.914
C -0.472 0.150 -1.512
C -0.257 -0.300 -0.023
O 2.629 -0.327 2.049
S 2.818 -0.457 -0.642
Br -1.161 -2.179 0.327
H -1.427 -0.045 1.854
H -0.460 1.242 1.323
H -1.902 0.965 0.420
H 0.524 0.055 -1.968
H -0.808 1.237 -1.574
H -1.144 -0.512 -2.060

***

| no. | frontier orbital gap (eV) | lowest unoccupied orbital energy (eV) | E_HOMO (eV) |
| --- | --- | --- | --- |
| 1 | 5.21 | -9.12 | -14.329 |
| 2 | 5.03 | 3.21 | -1.823 |